Arrangement i

A cluster of 4 separate species, CH4N2O in total, computed with wB97M-V/def2-TZVPD.

XYZ file:
```
8
Properties=species:S:1:pos:R:3:nbo_charge:R:1
C -1.0756 0.2286 -0.2049 0.48
H 0.5794 0.8118 1.2527 0.40
H 1.5917 -1.4924 0.8071 0.33
H 0.5585 0.0930 -1.7810 0.30
H -1.9320 0.2030 -0.8196 0.17
N 1.2921 -0.1504 0.2970 -0.66
N 0.1302 -0.4760 -0.4701 -0.43
O -1.1444 0.7823 0.9188 -0.59
```

Orbital gap, Eh: 0.338
E_LUMO, hartree: -0.00035

Arrangement ii

A cluster of 2 separate species, CH4N2O in total, computed with wB97M-V/def2-TZVPD.

XYZ file:
```
8
Properties=species:S:1:pos:R:3:nbo_charge:R:1
C -0.3779 0.5036 -0.8888 0.42
N 0.3470 -0.3247 -0.2903 -0.67
N -0.1940 -2.5201 0.6037 -0.29
O -0.1985 1.8795 -0.9583 -0.71
H -1.2272 0.1690 -1.6395 0.17
H 1.0808 -0.0157 0.3373 0.36
H -1.1933 -2.6828 0.3462 0.22
H 0.3170 2.3050 -0.2871 0.49
```

Orbital gap (alpha / beta), Eh: 0.346 / 0.347
E_LUMO (alpha / beta), hartree: -0.00271 / -0.00501

Arrangement iii

A structure of composition CH4N2O, computed with wB97M-V/def2-TZVPD.

XYZ file:
```
8
Properties=species:S:1:pos:R:3:nbo_charge:R:1
C -0.2722 -0.3512 0.9582 0.48
H -0.7460 1.1115 -0.8191 0.37
H 1.2213 1.1774 -0.9973 0.37
H 0.1083 -1.5494 -0.6474 0.32
H -0.3255 -1.2741 1.5005 0.13
N 0.2610 0.5522 -1.1824 -0.65
N 0.5070 -0.3760 -0.1452 -0.42
O -0.7539 0.7095 1.3327 -0.60
```

Orbital gap, Eh: 0.392
E_LUMO, hartree: 0.02185

Least stable structure: arrangement i

Arrangement i

A structure of composition C4H4O4, computed with wB97M-V/def2-TZVPD.

XYZ file:
```
12
Properties=species:S:1:pos:R:3:nbo_charge:R:1
C 1.3382 -0.2970 -0.6391 -0.13
C 0.0157 -0.3621 0.0771 0.19
C -0.4765 -0.1870 1.3112 0.07
C -2.2819 0.0017 0.0082 0.97
H 2.6973 1.4239 -0.9466 0.45
H 2.1933 -0.5246 0.1379 0.20
H 1.5051 -0.8706 -1.6438 0.23
H -0.0871 -0.4094 2.2814 0.21
O 1.4297 1.2276 -0.9334 -0.71
O -1.8301 0.1864 1.3336 -0.47
O -3.4329 0.0172 -0.2976 -0.54
O -1.0706 -0.2061 -0.6890 -0.48
```

Orbital gap, Eh: 0.342
E_LUMO, hartree: -0.00076

Arrangement ii

A cluster of 2 separate species, C4H4O4 in total, computed with wB97M-V/def2-TZVPD.

XYZ file:
```
12
Properties=species:S:1:pos:R:3:nbo_charge:R:1
O -2.1874 2.1687 -0.3171 -0.44
C -1.0929 1.8540 -0.0409 0.58
C -0.0083 1.2489 0.2697 -0.21
O 1.2980 1.1099 -0.2695 -0.66
H 0.0587 0.8691 1.3286 0.25
H 1.3109 1.7153 -0.9997 0.47
O 0.3487 -2.1160 2.1726 -0.46
C 0.0297 -1.9073 1.0498 0.65
C -0.2539 -1.5004 -0.1942 -0.23
O 0.7825 -1.7327 -1.1403 -0.67
H -1.1586 -0.8627 -0.2869 0.23
H 0.8727 -0.8466 -1.5720 0.48
```

Orbital gap, Eh: 0.293
E_LUMO, hartree: -0.01561

Least stable structure: arrangement ii

Arrangement i

A cluster of 2 separate species, C2H6NO2 in total, computed with wB97M-V/def2-TZVPD.

XYZ file:
```
11
Properties=species:S:1:pos:R:3:nbo_charge:R:1
C 0.9285 -0.7012 -0.3203 -0.44
C -0.4399 0.8571 0.7370 0.06
N 0.6572 0.6669 0.0891 -0.11
O 1.4004 1.7052 -0.4143 -0.78
O -2.0629 0.5107 -0.2291 -1.08
H -0.0012 -1.0199 -0.8773 0.22
H 1.9722 -0.7416 -0.9392 0.21
H 1.0066 -1.4205 0.4997 0.17
H -0.8422 0.1027 1.3767 0.16
H -0.5944 1.8042 0.9479 0.18
H -1.8045 1.0440 -1.0645 0.42
```

Orbital gap, Eh: 0.237
E_LUMO, hartree: 0.16228
Charge: -1

Arrangement ii

A cluster of 2 separate species, C2H6NO2 in total, computed with wB97M-V/def2-TZVPD.

XYZ file:
```
11
Properties=species:S:1:pos:R:3:nbo_charge:R:1
C 1.3613 1.0080 -1.0267 -0.25
O 1.7691 0.0336 -0.0808 -0.78
H 0.5346 1.5704 -0.5687 0.17
H 1.0125 0.5452 -1.9561 0.15
H 2.1769 1.7128 -1.1922 0.15
C -1.8637 -0.6874 0.8542 0.46
N -0.5704 -0.6947 1.1341 -0.98
O -2.6282 -1.6661 0.6928 -0.79
H -2.3835 0.2880 0.7500 0.05
H 0.9399 -0.4253 0.1756 0.51
H -0.3487 -1.6845 1.2178 0.31
```

Orbital gap, Eh: 0.289
E_LUMO, hartree: 0.15380
Charge: -1

Least stable structure: arrangement i

Arrangement i

A cluster of 3 separate species, C2H11NO2 in total, computed with wB97M-V/def2-TZVPD.

XYZ file:
```
16
Properties=species:S:1:pos:R:3:nbo_charge:R:1
C 1.6341 -0.6347 0.9928 -0.64
C 0.5136 -1.5224 0.6887 -0.24
N -0.7539 -0.8320 0.1542 -0.82
H 2.1598 0.0051 0.1847 0.21
H 2.4357 -1.3578 1.3743 0.22
H 1.3865 -0.0006 1.9302 0.22
H 0.2690 -1.9650 1.7011 0.20
H 0.8985 -2.3837 0.0203 0.18
H -0.5813 -0.9629 -0.8581 0.37
H -1.4031 -1.5348 0.4358 0.37
O -0.4971 1.6673 0.6132 -1.03
H -0.9643 0.7456 0.5722 0.51
H 0.4721 1.6441 0.6131 0.46
O -0.9339 1.1416 -2.2622 -0.96
H -0.5152 1.6659 -1.4745 0.50
H -0.3183 0.4394 -2.4747 0.45
```

Orbital gap, Eh: 0.399
E_LUMO, hartree: 0.01983

Arrangement ii

A structure of composition C2H11NO2, computed with wB97M-V/def2-TZVPD.

XYZ file:
```
16
Properties=species:S:1:pos:R:3:nbo_charge:R:1
H 0.5366 -0.1748 0.0542 0.46
O 1.5728 0.0428 0.5576 -1.10
N -0.5855 -0.4313 -0.5373 -0.58
H 1.6600 -0.6487 1.2291 0.45
H -0.4475 -0.6329 -1.5251 0.38
C -1.4572 0.7322 -0.4758 -0.43
H -1.6271 1.0255 0.5617 0.21
H -1.0132 1.6391 -0.8930 0.22
H -2.4318 0.6734 -0.9622 0.19
C -1.2625 -1.6880 -0.1303 -0.42
H -2.1495 -1.4741 0.4617 0.21
H -1.5670 -2.3181 -0.9665 0.20
H -0.5865 -2.3283 0.4370 0.21
O 3.2979 2.2252 0.7660 -0.96
H 2.4303 1.9720 0.3892 0.49
H 3.6303 1.3860 1.0337 0.47
```

Orbital gap, Eh: 0.372
E_LUMO, hartree: 0.01915

Least stable structure: arrangement i

Arrangement i

A cluster of 3 separate species, C2H11NO2 in total, computed with wB97M-V/def2-TZVPD.

XYZ file:
```
16
Properties=species:S:1:pos:R:3:nbo_charge:R:1
C 1.5900 -0.6436 0.7130 -0.42
N 0.7201 -0.9282 -0.4135 -0.65
C -0.5544 -1.5360 -0.0175 -0.42
H 1.9909 -1.5094 1.2387 0.17
H 2.3593 0.0646 0.4195 0.20
H 0.9736 -0.2190 1.5093 0.19
H 1.1730 -1.5420 -1.0788 0.36
H -1.3376 -1.3363 -0.7506 0.20
H -0.9133 -1.1186 0.9199 0.20
H -0.4653 -2.6240 0.0788 0.18
O -2.2169 2.3955 0.6542 -0.96
H -1.5994 2.1429 1.3504 0.46
H -1.8230 1.9446 -0.1234 0.49
O -0.1296 1.8450 -1.1983 -0.97
H -0.2079 2.0137 -2.1441 0.47
H 0.4404 1.0508 -1.1576 0.50
```

Orbital gap, Eh: 0.376
E_LUMO, hartree: 0.02842

Arrangement ii

A cluster of 3 separate species, C2H11NO2 in total, computed with wB97M-V/def2-TZVPD.

XYZ file:
```
16
Properties=species:S:1:pos:R:3:nbo_charge:R:1
C 0.2739 0.7262 -0.3946 -0.40
N 0.8227 1.8468 0.3735 -0.66
C 0.1217 3.0403 0.8777 -0.41
H -0.5801 1.0776 -1.0060 0.17
H -0.2751 0.0162 0.2604 0.19
H 1.0569 0.5215 -1.1072 0.21
H 1.7467 2.1021 0.0698 0.35
H -0.0211 2.9086 1.9529 0.18
H 0.6970 3.9604 0.7645 0.19
H -0.8721 3.0710 0.4144 0.18
O -0.7809 -1.9274 -1.7019 -0.97
H -0.2573 -2.1578 -2.4644 0.48
H -1.0254 -2.6410 -1.1140 0.49
O -0.3045 -4.2015 0.6081 -0.94
H -0.5766 -3.4958 1.2090 0.47
H -0.0258 -4.8471 1.2578 0.47
```

Orbital gap, Eh: 0.313
E_LUMO, hartree: 0.02429

Arrangement iii

A cluster of 3 separate species, C2H11NO2 in total, computed with wB97M-V/def2-TZVPD.

XYZ file:
```
16
Properties=species:S:1:pos:R:3:nbo_charge:R:1
C -0.2319 -1.8842 1.2673 -0.64
C -0.6509 -1.2700 -0.0494 -0.23
N 0.3682 -1.3867 -1.1516 -0.81
H 0.0808 -2.9299 1.1650 0.20
H -1.1742 -2.0002 1.8209 0.21
H 0.5147 -1.4247 1.9101 0.21
H -0.9263 -0.2193 0.0634 0.18
H -1.5947 -1.7094 -0.3788 0.18
H 1.0113 -2.0915 -0.7731 0.34
H 0.9343 -0.5665 -0.9645 0.34
O 1.1615 2.2957 -1.5180 -0.95
H 0.5988 2.9766 -1.8170 0.47
H 1.6787 2.0160 -2.2733 0.48
O -0.6780 3.0830 0.9545 -0.96
H -0.0475 2.7726 0.2935 0.48
H -1.0446 2.3382 1.4510 0.47
```

Orbital gap, Eh: 0.384
E_LUMO, hartree: 0.02379

Least stable structure: arrangement ii

Arrangement i

A structure of composition C11H15MgO8P, computed with wB97M-V/def2-TZVPD.

XYZ file:
```
36
Properties=species:S:1:pos:R:3:nbo_charge:R:1
O -0.4066 -5.6495 -1.5846 -0.34
C -0.3503 -4.5625 -1.2572 0.42
Mg -0.2618 -2.1332 -0.5508 1.43
O -3.0637 -1.7597 -2.3880 -0.33
C -2.1198 -1.9495 -1.7669 0.41
C 1.5960 -2.7838 0.5485 0.41
O 2.5426 -3.0348 1.1397 -0.33
C 0.9935 -1.8745 -2.3999 0.40
O 1.6084 -1.6680 -3.3460 -0.32
C -1.4995 -2.8490 1.1751 0.40
O -2.1184 -3.0966 2.0874 -0.32
C 1.1822 0.4797 3.8982 -0.63
C 0.2134 -0.1005 2.8919 -0.08
O 0.9098 -0.0507 1.6267 -0.79
P -0.0681 0.1360 0.2166 1.51
O 1.1097 0.8423 -0.7161 -0.82
C 1.8908 1.8903 -0.0981 -0.08
C 0.9288 2.9566 0.3512 -0.65
O -1.3680 0.6879 -0.7479 -0.83
C -1.0779 1.0673 -2.1102 -0.08
C -2.3458 1.5228 -2.7941 -0.64
H 2.0983 -0.1327 3.9691 0.23
H 0.6667 0.5042 4.8664 0.25
H 1.4677 1.5136 3.6195 0.23
H -0.0957 -1.1334 3.1153 0.18
H -0.6807 0.5333 2.7618 0.18
H 2.5032 1.5191 0.7359 0.21
H 2.5301 2.2014 -0.9328 0.23
H 0.2553 2.6305 1.1709 0.20
H 1.5287 3.7954 0.7035 0.26
H 0.3297 3.2996 -0.5066 0.22
H -0.3999 1.9283 -1.9927 0.22
H -0.5554 0.2930 -2.6998 0.16
H -2.8493 2.3246 -2.2218 0.25
H -2.0445 1.9546 -3.7655 0.25
H -3.0495 0.6978 -2.9989 0.21
```

Orbital gap, Eh: 0.293
E_LUMO, hartree: -0.31030
Charge: +2

Arrangement ii

A structure of composition C11H15MgO8P, computed with wB97M-V/def2-TZVPD.

XYZ file:
```
36
Properties=species:S:1:pos:R:3:nbo_charge:R:1
O -1.8004 -3.5103 0.7752 -0.32
C -2.0193 -2.5093 0.2847 0.38
Mg -2.3606 -0.7523 -0.5586 1.42
O -5.3111 -1.7859 -1.2414 -0.29
C -4.2643 -1.4167 -0.9990 0.38
C -2.8277 0.9578 -1.4298 0.37
O -3.0754 1.9467 -1.9304 -0.32
C -1.7724 -1.4817 -2.3018 0.38
O -1.4128 -1.8895 -3.2963 -0.30
C -3.0683 -0.0659 1.1571 0.37
O -3.4498 0.3358 2.1492 -0.28
C 0.8731 3.7479 -0.6218 -0.62
C -0.0599 2.6714 -1.1052 -0.08
O -0.5425 1.9257 -0.0116 -0.83
P 0.0623 0.2348 -0.0388 1.62
O 0.6576 0.4853 1.4704 -0.85
C 2.0412 1.0534 1.5178 -0.07
C 2.8772 0.6650 0.3220 -0.68
O 0.5231 -1.4805 -0.2338 -0.83
C 0.8669 -2.1257 1.0397 -0.08
C 1.3295 -3.5008 0.7178 -0.63
H 0.3771 4.3618 0.1154 0.24
H 1.1206 4.3522 -1.4851 0.24
H 1.7973 3.3463 -0.2121 0.20
H -0.9359 3.0668 -1.5344 0.18
H 0.4435 2.0083 -1.8371 0.16
H 1.9994 2.1322 1.6380 0.22
H 2.4446 0.6220 2.4015 0.22
H 2.5608 1.1153 -0.6212 0.22
H 3.9018 1.0273 0.5109 0.28
H 2.9679 -0.4144 0.1818 0.23
H 0.0047 -2.0732 1.6818 0.16
H 1.6783 -1.5474 1.4888 0.21
H 2.2363 -3.4598 0.1294 0.24
H 1.5549 -3.9742 1.6726 0.25
H 0.5827 -4.0687 0.2044 0.21
```

Orbital gap (alpha / beta), Eh: 0.247 / 0.247
E_LUMO (alpha / beta), hartree: -0.34275 / -0.34281
Charge: +2

Least stable structure: arrangement ii